1.
# C5H15N3O

A molecular structure, C5H15N3O (ωB97M-V with the def2-TZVPD basis set, the OMol25 dataset).

Its gap between HOMO and LUMO is 8.40 eV. The HOMO energy is -7.79 eV.

Cartesian coordinates (Å):
H1 1.1476 1.9086 -2.1082
N1 -1.3467 -0.6973 0.7684
H2 -2.3501 -0.7954 0.6686
C1 1.0140 -0.1782 2.6284
C2 0.5133 0.7268 1.5056
C3 -0.9996 0.6173 1.2929
N2 0.1593 1.9690 -1.9001
H3 2.1006 -0.1339 2.7088
H4 0.7276 -1.2098 2.4322
C4 -0.6119 1.0659 -2.4569
H5 1.0180 0.4504 0.5759
H6 -1.5116 0.7611 2.2499
C5 -1.1489 0.0707 -2.9778
H7 -1.9726 -0.0807 -3.6430
H8 0.7643 1.7689 1.7333
H9 -0.0443 2.2122 -0.9369
N3 1.3775 -1.9999 -0.8820
H10 0.7767 -2.4995 -0.2241
H11 -1.3366 1.4447 0.6368
H12 0.5849 0.1170 3.5881
H13 -0.9110 -0.8156 -0.1485
O1 0.6093 -1.0493 -1.5736
H14 1.7743 -2.6608 -1.5464
H15 -0.3341 -0.9924 -2.3913

***

2.
# C5H15N3O

3 unconnected molecules or ions with the total composition C5H15N3O (ωB97M-V with the def2-TZVPD basis set, the OMol25 dataset).

Its gap between HOMO and LUMO is 8.17 eV. The HOMO energy is -7.38 eV.

Cartesian coordinates (Å):
C1 -1.6833 -1.5809 -1.9257
N1 0.3273 0.6940 -2.9770
H1 0.0880 -0.4119 -3.0451
O1 -0.3096 -1.5029 -2.0062
C2 0.5685 -0.4621 2.1718
H2 -2.1920 -0.6029 -2.1197
H3 1.9256 2.2653 2.4927
H4 -2.0381 -1.9084 -0.9287
H5 -2.1206 -2.2841 -2.6584
C3 0.5825 0.7847 -1.6769
H6 1.2769 0.0652 -1.2719
H7 -0.4016 1.3027 -3.3312
H8 0.2310 1.4618 0.1856
N2 0.6436 0.7582 1.8366
H9 0.0699 -1.2833 0.2075
C4 1.0285 1.7431 2.8329
H10 -0.7130 2.2254 -1.0898
C5 0.1914 -1.5721 1.2537
H11 1.2243 1.3072 3.8206
H12 -0.7412 -2.0261 1.6034
N3 0.0731 1.6523 -0.8209
H13 0.7850 -0.7540 3.2108
H14 0.9486 -2.3595 1.3079
H15 0.2351 2.4883 2.9282

***

3.
# C5H15N3O

A molecular structure, C5H15N3O (ωB97M-V with the def2-TZVPD basis set, the OMol25 dataset).

Its gap between HOMO and LUMO is 8.88 eV. The HOMO energy is -8.13 eV.

Cartesian coordinates (Å):
N1 1.0656 1.6896 0.9686
C1 1.0315 0.6878 0.0190
H1 -0.5242 -2.0044 -0.7043
H2 -1.2895 -0.9936 1.5884
H3 -0.7626 1.5782 -1.8543
C2 -0.7721 0.1190 -0.2279
H4 1.8351 -2.3757 -0.4054
H5 -1.6163 0.7346 1.7022
H6 -1.9170 -1.2692 -1.4930
C3 -1.3451 1.3378 -0.9598
H7 2.3160 -0.6359 1.7860
H8 -2.3820 1.1736 -1.2842
H9 1.6065 2.5010 0.6997
C4 -0.8802 -1.0814 -1.1791
H10 -2.6846 -0.3224 0.7630
H11 0.2729 1.8229 1.5801
N2 2.4714 -1.7422 0.0768
O1 1.7294 0.7196 -0.9804
H12 -0.2967 -0.9259 -2.0929
H13 2.7665 -1.0823 -0.6542
H14 0.6429 -1.0445 0.9190
H15 -1.3495 2.2313 -0.3263
C5 -1.6342 -0.1228 1.0188
N3 1.7163 -0.9953 1.0401

***

Relative energies, eV: 1 2.993; 2 0.000; 3 0.235.

***

1.
# C2H8OS

2 unconnected molecules or ions with the total composition C2H8OS (ωB97M-V with the def2-TZVPD basis set, the OMol25 dataset).

Its gap between HOMO and LUMO is 10.70 eV. The HOMO energy is -9.73 eV. Its SMILES is CCO.S.

Cartesian coordinates (Å):
H1 -1.0341 -3.0527 3.6874
O1 -0.9853 -1.3782 1.9912
S1 0.5916 2.7434 -4.0567
H2 -0.6338 -1.6362 4.5918
H3 -0.6973 2.6905 -3.6979
H4 -1.7961 -1.9158 2.1623
C1 0.2230 -1.8636 2.4935
H5 0.6499 -2.8691 4.3968
H6 0.3475 2.6860 -5.4074
H7 0.6894 -2.5538 1.9542
C2 -0.2198 -2.3505 3.9897
H8 0.8729 -0.9326 2.3908

***

2.
# C2H8OS

2 unconnected molecules or ions with the total composition C2H8OS (ωB97M-V with the def2-TZVPD basis set, the OMol25 dataset).

Its gap between HOMO and LUMO is 9.09 eV. The HOMO energy is -8.43 eV. Its SMILES is CSC.O.

Cartesian coordinates (Å):
H1 -0.3918 -3.6478 -0.5590
H2 1.0382 -2.9711 -0.3322
O1 -1.0893 4.4323 0.4007
H3 -0.1577 0.8767 -0.4506
S1 -0.2916 -1.4474 -1.2260
H4 1.3151 0.1213 -0.7832
C1 0.4198 -0.0299 -0.3021
H5 -0.2931 4.8267 0.6197
H6 -0.9409 3.6441 0.9834
C2 0.0312 -2.8660 -0.1057
H7 0.5450 -0.1269 0.7315
H8 -0.1849 -2.8121 1.0236

***

Relative energies, eV: 1 0.263; 2 0.000.

***

1.
# C10H15N

2 unconnected molecules or ions with the total composition C10H15N (ωB97M-V with the def2-TZVPD basis set, the OMol25 dataset).

Its gap between HOMO and LUMO is 10.04 eV. The HOMO energy is -9.04 eV. Its SMILES is c1ccncc1.C1CCCC1.

Cartesian coordinates (Å):
H1 1.3242 -1.6990 1.2826
H2 0.0766 -0.2377 -0.4676
N1 -1.6659 -1.2614 -0.0289
H3 0.7721 -0.8252 -1.5571
H4 2.1124 0.2782 2.0583
H5 -3.4468 2.2028 -0.2682
C1 -3.6732 0.0664 0.0558
H6 -0.9629 1.9771 -0.6477
H7 -3.4921 -2.0642 0.4293
H8 1.5693 1.7707 -0.4920
H9 3.0641 1.6920 0.3844
C2 1.4367 0.4335 1.2284
C3 -2.9707 -1.1442 0.1509
C4 1.5001 -1.0778 -0.7311
C5 -1.5822 1.1044 -0.4191
H10 1.8218 -2.1139 -0.8815
H11 -0.1841 -0.9659 0.7733
C6 -2.9563 1.2260 -0.2277
C7 -0.9918 -0.1498 -0.3316
H12 0.6532 1.0929 1.5702
H13 2.9461 0.1657 -1.7727
C8 2.6922 -0.1343 -0.7580
C9 2.2171 1.0661 0.0935
H14 3.5738 -0.5796 -0.2932
C10 0.9183 -0.9126 0.6681
H15 -4.7517 0.0900 0.1817

***

2.
# C10H15N

A single C10H15N molecule (ωB97M-V with the def2-TZVPD basis set, the OMol25 dataset).

Its gap between HOMO and LUMO is 8.25 eV. The HOMO energy is -7.95 eV. Its SMILES is C/C=C/C=C/C1=NCCCC1.

Cartesian coordinates (Å):
C1 0.9382 -2.3422 2.9414
C2 0.1154 -1.2285 2.6535
C3 -0.3555 2.4207 -2.4738
H1 -0.9166 3.1699 -3.0179
H2 1.1611 1.1847 -3.5459
H3 0.1551 -1.6290 0.6435
C4 -0.0477 -0.8400 1.1868
H4 -0.6589 1.3116 1.4938
H5 -1.1539 2.7503 -0.3741
C5 1.4261 -2.5101 4.3725
H6 -2.1281 1.6895 -1.5053
C6 -0.5624 0.6287 -0.6965
H7 2.4958 -2.4086 4.4647
C7 -1.1338 1.9174 -1.2682
H8 -0.2234 -0.7149 3.4627
H9 0.5054 2.9306 -2.0195
H10 -1.6104 -0.0880 -3.0858
H11 0.9394 -1.7124 5.0124
C8 -0.5339 -0.1162 -2.9993
H12 1.5174 -2.7932 2.2331
N1 -0.1262 -0.2416 -1.6127
H13 1.1372 -3.5536 4.5452
C9 -0.5011 0.4388 0.8226
H14 -0.1464 -1.0498 -3.4951
C10 0.0510 1.2732 -3.3792
H15 -0.3437 1.5127 -4.3590

***

3.
# C10H15N

2 unconnected molecules or ions with the total composition C10H15N (ωB97M-V with the def2-TZVPD basis set, the OMol25 dataset).

Its gap between HOMO and LUMO (spin up / spin down) is 7.93 / 7.93 eV. The HOMO energy (spin up / spin down) is -8.09 / -8.09 eV.

Cartesian coordinates (Å):
C1 2.8357 1.4619 -0.0591
H1 -2.6148 0.1991 0.2220
H2 1.4081 1.2847 -1.6750
H3 -0.5077 -0.6892 1.7736
H4 -0.0135 -0.6966 -1.8960
H5 -1.1853 2.7408 1.0875
C2 -1.8947 2.0448 0.8380
C3 0.3616 -2.2567 -0.5251
H6 -0.0259 -3.3289 -0.8272
C4 1.3646 0.8806 1.4475
N1 0.7363 0.7205 0.2417
H7 0.8849 0.7467 2.3754
H8 -2.3474 -1.9579 -0.3202
H9 -2.6393 -0.7887 -1.5687
C5 -0.5161 0.0773 0.0393
C6 -1.8763 -1.5269 -1.2400
H10 3.1827 1.6649 2.0934
C7 1.7219 0.9593 -0.7048
H11 0.5462 -2.3899 0.5607
C8 -0.5030 -1.0746 -1.0022
H12 1.3391 -2.3418 -1.0725
C9 -1.8087 0.8297 0.3190
H13 3.6330 1.9925 -0.5062
C10 2.6411 1.2902 1.2870
H14 -2.8120 2.4161 1.1923
H15 -1.9106 -2.2579 -2.0801

***

Relative energies, eV: 1 0.000; 2 0.206; 3 1.876.

***

1.
# C5H6N4

A molecular structure, C5H6N4 (ωB97M-V with the def2-TZVPD basis set, the OMol25 dataset).

Its gap between HOMO and LUMO is 10.06 eV. The HOMO energy is -9.29 eV.

Cartesian coordinates (Å):
C1 -1.1627 0.1977 0.9626
N1 -0.7650 -1.0491 0.2324
H1 -0.4641 0.3606 1.8315
C2 -1.2404 -0.3999 -0.9669
H2 -0.7676 -0.8133 -1.8344
N2 1.7949 1.0789 -0.2311
H3 -1.1385 1.8897 -0.1889
C3 -0.9478 0.8820 -0.2489
N3 0.5754 0.5014 -0.2781
N4 1.8959 -1.2426 0.0591
C4 0.5921 -0.7753 -0.0944
H4 -2.3063 0.1205 1.0380
C5 2.5557 -0.0182 -0.0298
H5 3.8044 0.0698 0.5447
H6 -2.4261 -0.8022 -0.7958

***

2.
# C5H6N4

A single C5H6N4 molecule (ωB97M-V with the def2-TZVPD basis set, the OMol25 dataset).

Its gap between HOMO and LUMO is 7.57 eV. The HOMO energy is -9.23 eV. Its SMILES is [H]/N=c1/cncnc(C)n1.

Cartesian coordinates (Å):
C1 2.2940 -0.5362 -0.0858
N1 0.7625 1.2517 0.1537
N2 -0.0075 -1.0771 -0.0189
N3 -2.0012 -1.8982 0.2106
C2 -1.3402 -0.7997 0.0265
H1 -1.2628 -2.6726 0.1644
N4 -1.6567 1.7270 -0.0463
C3 -0.3380 2.0392 0.1586
H2 -3.1429 0.4332 -0.5021
H3 2.3969 -1.4952 -0.6293
H4 2.6580 -0.7464 0.9455
C4 -2.0779 0.5133 -0.1636
H5 2.9617 0.2180 -0.5203
C5 0.8821 -0.0651 0.0008
H6 -0.1280 3.1080 0.3062

***

3.
# C5H6N4

A molecular structure, C5H6N4 (ωB97M-V with the def2-TZVPD basis set, the OMol25 dataset).

Its gap between HOMO and LUMO is 9.13 eV. The HOMO energy is -8.72 eV.

Cartesian coordinates (Å):
H1 -1.0132 -2.1263 1.2408
H2 -0.0875 1.2057 2.4630
C1 0.3131 -0.1439 0.8556
N1 0.8041 2.1010 0.6192
C2 -0.5206 -1.4159 0.5799
H3 1.3867 -1.8343 -0.6849
H4 -0.3267 -2.6496 -1.0853
N2 0.7532 1.6175 -0.6494
C3 -1.5965 -0.8104 -0.5833
C4 0.1810 -1.7897 -0.6814
H5 -2.6122 -1.4054 -0.6884
N3 -0.2803 -0.4445 -1.3904
N4 0.4804 1.0164 1.4909
C5 0.3528 0.2687 -0.4339
H6 -2.0270 0.1249 -0.1584

***

4.
# C5H6N4

A molecular structure, C5H6N4 (ωB97M-V with the def2-TZVPD basis set, the OMol25 dataset).

Its gap between HOMO and LUMO (spin up / spin down) is 7.53 / 7.53 eV. The HOMO energy (spin up / spin down) is -7.36 / -7.36 eV.

Cartesian coordinates (Å):
N1 -1.2233 -0.0582 1.3710
N2 0.3524 0.1066 -0.7013
H1 1.4696 0.8558 1.4571
N3 1.3192 -0.5562 -0.0348
C1 -0.1442 -0.4651 1.9566
C2 -1.2654 0.4989 0.2257
H2 -0.2767 -1.0844 2.8314
C3 1.2252 -0.2132 1.4028
H3 0.4659 -0.0067 -2.8142
N4 -1.9412 0.9391 -0.7399
C4 -1.3502 0.8563 -1.9382
H4 1.3303 -1.5637 -0.2144
H5 -1.8761 1.1923 -2.8100
C5 -0.0706 0.2836 -1.9238
H6 1.9851 -0.7852 1.9319

***

Relative energies, eV: 1 4.072; 2 0.000; 3 4.447; 4 1.123.

***

1.
# C3H14NO2

3 unconnected molecules or ions with the total composition C3H14NO2 (ωB97M-V with the def2-TZVPD basis set, the OMol25 dataset).

The total charge is +1. Its gap between HOMO and LUMO is 12.06 eV. The HOMO energy is -15.18 eV.

Cartesian coordinates (Å):
H1 -1.0526 0.5750 1.6604
H2 0.5920 -0.4015 0.0953
H3 -2.1801 -1.2760 -0.4831
O1 2.5263 -1.2471 -0.4095
H4 -2.4916 0.7708 -1.6547
C1 -1.8818 0.0072 1.2258
H5 0.0137 -1.5879 -0.9474
H6 -2.1552 -0.8003 1.8857
H7 -1.1353 1.5685 -0.7753
C2 -1.5557 -0.4567 -0.1728
H8 1.2659 2.8048 0.5912
H9 -0.8112 0.3736 -2.0172
H10 2.8930 -1.9073 0.1972
H11 -0.0810 -1.7423 0.6375
N1 -0.1818 -1.0427 -0.1066
H12 2.5068 1.8853 0.5370
H13 -2.7016 0.7143 1.2486
H14 3.2112 -1.2563 -1.0960
O2 1.5546 1.8910 0.6680
C3 -1.4988 0.6524 -1.2191

***

2.
# C3H14NO2

3 unconnected molecules or ions with the total composition C3H14NO2 (ωB97M-V with the def2-TZVPD basis set, the OMol25 dataset).

The total charge is +1. Its gap between HOMO and LUMO is 13.03 eV. The HOMO energy is -15.97 eV.

Cartesian coordinates (Å):
O1 2.3456 -0.7415 -0.6514
C1 -0.8869 0.2204 -1.2184
H1 3.1045 -0.1541 -0.7761
O2 1.4343 0.4813 1.9252
H2 0.5361 -0.7560 -0.0139
H3 0.0023 0.4995 0.8285
H4 2.3015 0.1106 1.7446
H5 -2.4827 1.2899 -0.2317
H6 -0.0810 0.5460 -1.9088
H7 -1.4428 -2.0716 0.2201
H8 1.3848 0.8925 2.7970
H9 -1.0637 -1.2126 1.7377
C2 -1.3815 -1.0703 0.7118
N1 -0.2980 -0.1833 0.0994
H10 -1.4478 -0.6089 -1.7451
H11 -1.6715 2.4161 -1.3742
H12 2.5866 -1.4399 -1.2793
H13 -2.6888 1.1598 -1.9369
H14 -2.4084 -0.6343 0.7638
C3 -1.9409 1.3611 -1.1858

***

3.
# C3H14NO2

3 unconnected molecules or ions with the total composition C3H14NO2 (ωB97M-V with the def2-TZVPD basis set, the OMol25 dataset).

The total charge is +1. Its gap between HOMO and LUMO is 12.87 eV. The HOMO energy is -15.74 eV.

Cartesian coordinates (Å):
H1 0.4129 -0.2005 1.0338
H2 -2.3093 -0.1583 -1.4219
C1 1.4042 -0.7221 -0.5998
H3 1.9471 -0.0416 -1.3192
H4 -1.3855 0.6710 3.2063
H5 -0.0516 2.2542 0.4641
H6 1.3575 1.7474 1.3665
H7 -0.3970 -1.9660 -0.9368
C2 0.8643 1.6266 0.3414
H8 -1.6773 -0.5890 2.7521
H9 1.1156 -2.7640 -1.3002
C3 0.6150 -1.7965 -1.3157
H10 0.6532 -1.5931 -2.4473
H11 -2.8198 1.2547 -1.0297
N1 0.4581 0.2360 0.0795
H12 2.2374 -0.8701 0.0845
O1 -1.1092 0.0948 2.4960
H13 -0.5268 0.3638 -0.3025
H14 1.4634 1.9616 -0.4389
O2 -2.2522 0.4913 -0.7121

***

Relative energies, eV: 1 0.000; 2 0.682; 3 1.009.

***

1.
# C3H14NO2

3 unconnected molecules or ions with the total composition C3H14NO2 (ωB97M-V with the def2-TZVPD basis set, the OMol25 dataset).

The total charge is +1. Its gap between HOMO and LUMO is 10.44 eV. The HOMO energy is -13.46 eV.

Cartesian coordinates (Å):
C1 -0.6266 2.1628 -0.9665
H1 -1.1707 2.9377 0.8569
H2 0.7395 1.3899 0.9939
H3 0.0738 1.1918 3.4212
O1 1.3100 -4.4185 -3.9311
H4 1.6597 -1.7523 0.6571
H5 1.0102 -5.2030 -4.4752
H6 1.0429 -1.6673 1.9846
H7 -0.9090 2.9664 -1.6083
H8 -2.2152 1.5092 0.4547
N1 -0.2390 1.1242 1.1935
C2 -1.2099 1.9494 0.3891
C3 -0.6305 1.4259 2.6195
O2 0.9415 -1.3332 1.1291
H9 0.4229 2.3284 -0.9986
H10 1.3425 -3.6557 -4.4410
H11 -0.8844 1.3818 -1.5965
H12 -1.5285 0.8976 2.7866
H13 -0.8099 2.4728 2.7271
H14 -0.3111 0.1178 1.0472

***

2.
# C3H14NO2

3 unconnected molecules or ions with the total composition C3H14NO2 (ωB97M-V with the def2-TZVPD basis set, the OMol25 dataset).

The total charge is +1. Its gap between HOMO and LUMO is 13.16 eV. The HOMO energy is -15.97 eV.

Cartesian coordinates (Å):
H1 1.8902 -0.2187 1.5044
H2 1.0425 -1.5198 2.4019
H3 0.2332 1.0622 -0.2553
H4 -1.7412 1.2791 -1.4062
H5 0.1349 -2.6615 -2.1368
H6 -2.4341 -0.1636 -0.5883
C1 -1.7532 0.6726 -0.5054
H7 1.3485 -1.5516 0.6388
H8 -1.1096 -1.9060 -2.6458
C2 1.0652 -0.9397 1.4917
H9 -1.0931 -0.8396 1.4409
H10 -0.3273 0.7328 1.8443
O1 -0.4201 -1.9065 -1.9622
H11 -0.1507 -0.5650 -0.7853
H12 2.6343 2.0197 -0.4466
C3 -0.2339 -0.1904 1.2934
H13 -2.0963 1.2774 0.3364
N1 -0.3650 0.2292 -0.1721
H14 1.6764 2.9215 0.3324
O2 1.6992 2.2680 -0.3799

***

Relative energies, eV: 1 1.303; 2 0.000.